DFT (ωB97M-V/def2-TZVPD) results for the ion H3O2SSi with charge -1 in a non-equilibrium geometry.

Properties
ΔE to the lowest compared entry with this formula, charge and spin in kcal/mol: 25.9
Calculated total energy in eV: -22856.031
Kohn-Sham gap in eV: 7.1
HOMO level in eV: -2.97
LUMO in eV: 4.14

ORCA input file:
```
! RIJCOSX wB97M-V def2-TZVPD def2/J DEFGRID3
* xyz -1 1
H 0.1012 -1.3027 -1.3910
H 1.2590 -0.8695 1.0199
S -0.7148 1.3382 -0.1087
H -0.5528 -2.0086 0.6842
O 0.1726 1.6452 -1.4088
O -0.3645 1.9824 1.2060
Si 0.0993 -0.7851 -0.0016
*
```

Here are the natural (NBO) charges for atoms 1 to 4, given in e: H -0.174; H -0.167; S 1.136; H -0.226